Record 1
{"formula": "C51H84CdClGeN3O13P3S", "method": "wB97M-V/def2-TZVPD", "species": ["Cd", "C", "C", "C", "C", "O", "Ge", "O", "C", "C", "C", "C", "O", "C", "C", "C", "C", "H", "H", "H", "H", "H", "H", "H", "H", "H", "H", "H", "H", "H", "H", "H", "H", "H", "H", "H", "H", "H", "H", "H", "H", "H", "H", "H", "Cl", "C", "C", "C", "C", "C", "C", "P", "C", "C", "C", "C", "C", "C", "C", "C", "C", "C", "C", "C", "H", "H", "H", "H", "H", "H", "H", "H", "H", "H", "H", "H", "H", "H", "C", "C", "C", "O", "P", "O", "C", "P", "O", "O", "C", "C", "C", "O", "C", "C", "C", "O", "C", "C", "C", "H", "H", "H", "H", "H", "H", "H", "H", "H", "H", "H", "H", "H", "H", "H", "H", "H", "H", "H", "H", "H", "H", "H", "H", "H", "H", "H", "H", "H", "H", "C", "C", "S", "O", "O", "C", "C", "N", "C", "N", "C", "C", "N", "O", "O", "C", "H", "H", "H", "H", "H", "H", "H", "H", "H", "H", "H", "H", "H"], "coordinates": [[-0.5051, 0.0881, -0.2175], [-4.6915, -1.4987, -1.2352], [-3.4810, -2.0545, -1.9960], [-3.9018, -2.4145, -3.4249], [-2.9661, -3.3196, -1.2902], [-2.4127, -1.1163, -2.0124], [-2.1005, 0.1176, -3.4058], [-0.3526, -0.4067, -3.6554], [0.6101, 0.0405, -4.5848], [1.4795, -1.1603, -4.9908], [-0.0639, 0.5834, -5.8479], [1.4620, 1.1163, -3.9120], [-2.0081, 1.7126, -2.4121], [-2.4517, 3.0000, -2.7798], [-1.3104, 3.7640, -3.4547], [-2.8792, 3.7363, -1.4963], [-3.6508, 2.9121, -3.7325], [-5.5411, -2.1613, -1.3727], [-4.9611, -0.5142, -1.6139], [-4.4818, -1.4198, -0.1717], [-4.5676, -3.2735, -3.4367], [-3.0154, -2.6488, -4.0136], [-4.4118, -1.5642, -3.8807], [-3.7980, -3.8968, -0.9001], [-2.3110, -3.0453, -0.4654], [-2.4075, -3.9511, -1.9704], [0.8462, -1.9714, -5.3418], [2.0714, -1.4982, -4.1437], [2.1515, -0.8747, -5.7960], [-0.6926, -0.1910, -6.2816], [0.6713, 0.8902, -6.5848], [-0.6875, 1.4408, -5.6002], [1.8426, 0.7251, -2.9716], [0.8472, 1.9836, -3.6937], [2.2900, 1.4167, -4.5481], [-0.4507, 3.7757, -2.7903], [-1.6042, 4.7861, -3.6784], [-1.0360, 3.2754, -4.3882], [-2.0803, 3.6753, -0.7600], [-3.7813, 3.2956, -1.0789], [-3.0732, 4.7802, -1.7298], [-3.3403, 2.4210, -4.6574], [-4.0287, 3.9035, -3.9656], [-4.4448, 2.3213, -3.2799], [-2.9152, 0.8693, 0.1151], [-3.6118, 0.5384, 1.6555], [-4.8900, 1.0191, 1.9101], [-5.4687, 0.8078, 3.1492], [-4.7625, 0.1287, 4.1323], [-3.4903, -0.3478, 3.8724], [-2.8953, -0.1639, 2.6231], [-1.2409, -0.8681, 2.2566], [-0.4936, -0.7296, 3.9320], [-0.3116, -1.8104, 4.7911], [0.1690, -1.6073, 6.0729], [0.4840, -0.3314, 6.5114], [0.3055, 0.7485, 5.6605], [-0.1811, 0.5522, 4.3807], [-1.6326, -2.6535, 2.1792], [-2.9309, -3.1473, 2.1134], [-3.1447, -4.5125, 2.0161], [-2.0757, -5.3906, 1.9656], [-0.7791, -4.9047, 2.0375], [-0.5601, -3.5457, 2.1430], [-5.4230, 1.5552, 1.1411], [-6.4644, 1.1781, 3.3422], [-5.2049, -0.0330, 5.1022], [-2.9433, -0.8764, 4.6398], [-0.5598, -2.8114, 4.4786], [0.2940, -2.4516, 6.7327], [0.8545, -0.1759, 7.5117], [0.5402, 1.7480, 5.9951], [-0.3513, 1.4008, 3.7329], [-3.7773, -2.4778, 2.1489], [-4.1567, -4.8871, 1.9821], [-2.2434, -6.4533, 1.8815], [0.0548, -5.5893, 2.0147], [0.4489, -3.1658, 2.2348], [2.3376, 3.9489, -1.9128], [3.5409, 3.1035, -1.5330], [4.8512, 3.8429, -1.7656], [3.4564, 2.7768, -0.1219], [2.7057, 1.5043, 0.4374], [1.7130, 0.9031, -0.4783], [1.9741, 2.1338, 1.9913], [0.5342, 3.1163, 1.4531], [-0.3464, 2.4060, 0.5044], [-0.1595, 3.4598, 2.8476], [-1.3227, 4.3211, 2.9119], [-2.5776, 3.5025, 2.6495], [-1.3151, 4.9686, 4.2874], [1.0289, 4.4851, 0.8349], [1.6403, 5.5249, 1.6427], [3.1372, 5.6299, 1.3701], [0.9573, 6.8502, 1.3270], [3.7548, 0.3634, 0.7524], [5.0433, 0.4046, 1.4047], [6.0615, 1.1831, 0.5928], [4.9417, 0.9356, 2.8213], [2.3440, 4.1511, -2.9795], [2.3596, 4.8920, -1.3765], [1.4266, 3.4221, -1.6409], [3.5306, 2.1642, -2.0948], [4.9357, 4.6768, -1.0733], [4.8653, 4.2309, -2.7804], [5.7086, 3.1899, -1.6320], [2.6578, 2.7591, 2.5543], [1.6624, 1.3002, 2.6177], [-1.2281, 5.0828, 2.1295], [-2.6847, 2.7230, 3.4009], [-2.4995, 3.0502, 1.6651], [-3.4569, 4.1399, 2.6762], [-1.3756, 4.1979, 5.0514], [-2.1687, 5.6331, 4.3819], [-0.4044, 5.5426, 4.4406], [1.4768, 5.2626, 2.6945], [3.3132, 6.1294, 0.4209], [3.6116, 4.6533, 1.3385], [3.5978, 6.2257, 2.1545], [1.0696, 7.0902, 0.2725], [1.4265, 7.6346, 1.9142], [-0.1029, 6.8267, 1.5636], [5.3288, -0.6519, 1.4342], [5.8492, 2.2473, 0.6282], [6.0536, 0.8514, -0.4418], [7.0504, 1.0125, 1.0073], [4.7543, 2.0062, 2.8106], [5.8809, 0.7601, 3.3366], [4.1553, 0.4204, 3.3655], [-0.8828, -8.5776, -2.0909], [0.2451, -7.7304, -2.6346], [0.7317, -6.5524, -1.3466], [-0.3771, -5.6575, -1.1045], [1.2934, -7.1853, -0.1931], [2.0843, -5.6221, -2.1823], [2.8400, -4.7002, -1.2493], [2.1432, -3.5303, -0.7331], [1.0717, -2.8354, -1.1742], [0.7884, -1.8255, -0.3476], [1.7011, -1.8528, 0.6404], [2.5639, -2.8980, 0.4214], [3.7389, -3.1470, 1.1654], [4.5967, -3.8630, 0.6974], [3.8103, -2.5573, 2.2256], [0.2780, -3.1311, -2.3758], [-1.3201, -9.1921, -2.8737], [-1.6542, -7.9305, -1.6780], [-0.5122, -9.2246, -1.3011], [-0.0709, -7.1170, -3.4745], [1.1236, -8.3126, -2.8953], [1.6709, -5.1343, -3.0558], [2.7702, -6.4066, -2.4942], [3.7573, -4.3498, -1.7386], [3.1433, -5.3042, -0.3873], [1.7431, -1.1346, 1.4368], [-0.2669, -4.0605, -2.2089], [0.8990, -3.2205, -3.2625], [-0.4303, -2.3209, -2.5277]], "orbital_gap_ha": [0.317, 0.241], "multiplicity": 2, "homo_energy_ha": [-0.4825, -0.4825], "charge": 2}

Record 2
{"formula": "C17H23NO6Yb", "method": "wB97M-V/def2-TZVPD", "species": ["Yb", "O", "C", "O", "C", "O", "C", "C", "O", "O", "H", "H", "H", "H", "H", "N", "C", "O", "C", "C", "H", "H", "H", "H", "H", "H", "C", "C", "C", "C", "C", "C", "C", "C", "C", "C", "H", "H", "H", "H", "H", "H", "H", "H", "H", "H", "H", "H"], "coordinates": [[-0.3980, -0.7386, 1.4645], [-3.4163, -3.8574, 1.7434], [-2.8300, -2.6435, 1.7942], [-1.7700, -2.4588, 2.3262], [-3.6660, -1.5700, 1.1286], [-2.8706, -0.5054, 0.7039], [-3.2513, 0.7741, 1.2543], [-2.7382, 1.0070, 2.6852], [-3.4253, 1.7536, 3.3872], [-1.6585, 0.4108, 2.9735], [-2.8221, -4.4673, 2.2063], [-4.2125, -2.0087, 0.2908], [-4.3971, -1.2712, 1.8904], [-2.8027, 1.5151, 0.5960], [-4.3383, 0.8699, 1.2386], [1.0876, -4.2293, -0.8250], [0.6017, -3.4112, 0.1464], [-0.2849, -2.6026, -0.1354], [1.1845, -3.5487, 1.5316], [1.6068, -2.1724, 2.0892], [0.8339, -4.0190, -1.7759], [1.9263, -4.7518, -0.6491], [1.9670, -4.3292, 1.5123], [0.3701, -3.9485, 2.1473], [2.5631, -1.8957, 1.6160], [1.8378, -2.3116, 3.1543], [-0.3200, 1.0554, -2.5245], [0.6950, 1.1784, -1.3813], [1.6865, 0.0093, -1.5249], [-0.0576, 1.0557, -0.0541], [1.4685, 2.4934, -1.4579], [1.2153, 3.4903, -2.3956], [1.9303, 4.6856, -2.3992], [2.9255, 4.9108, -1.4622], [3.1937, 3.9249, -0.5187], [2.4763, 2.7405, -0.5179], [-0.8152, 0.0852, -2.4437], [0.1537, 1.1246, -3.5097], [-1.0947, 1.8243, -2.4531], [1.1341, -0.9282, -1.4399], [2.4371, 0.0147, -0.7330], [2.2021, 0.0260, -2.4930], [-0.5903, 2.0182, 0.0870], [0.4457, 3.3427, -3.1415], [1.7020, 5.4414, -3.1417], [3.4803, 5.8409, -1.4594], [3.9630, 4.0841, 0.2281], [2.6715, 1.9921, 0.2414]], "orbital_gap_ha": [0.170, 0.159], "de_lowest_ev": 2.765, "multiplicity": 2, "homo_energy_ha": [-0.0811, -0.0705], "charge": -1}

Record 3
{"formula": "C22H40N5O8", "method": "wB97M-V/def2-TZVPD", "species": ["C", "C", "O", "C", "C", "C", "C", "C", "C", "C", "N", "O", "N", "O", "C", "C", "C", "C", "O", "O", "H", "H", "H", "H", "H", "H", "H", "H", "H", "H", "H", "H", "H", "H", "H", "H", "H", "H", "H", "C", "C", "O", "N", "C", "H", "H", "H", "H", "H", "H", "H", "C", "C", "O", "N", "C", "H", "H", "H", "H", "H", "H", "H", "C", "C", "O", "N", "C", "H", "H", "H", "H", "H", "H", "H"], "coordinates": [[4.4737, 0.9838, 3.1106], [3.7979, 0.4336, 4.5315], [2.4719, -0.0979, 4.1633], [2.3586, -1.5353, 4.5694], [1.1852, -2.1790, 3.6087], [1.6862, -2.4364, 2.0440], [0.3760, -2.2609, 1.0702], [0.7519, -1.7744, -0.4710], [1.6556, -0.4062, -0.4777], [3.0627, -0.4556, -1.3581], [3.9977, 0.7293, -1.4586], [5.1348, 0.6371, -2.2040], [5.7927, -0.5083, -1.8872], [6.2219, -0.3909, -0.7347], [3.7658, 2.0521, -0.7459], [2.3997, 2.2577, 0.1727], [1.3120, 0.9992, 0.2950], [-0.0867, 1.1667, 1.1578], [-0.1756, 1.6077, 2.4191], [-1.3419, 0.8402, 0.4309], [4.1112, 0.2764, 2.2246], [4.0585, 2.0683, 2.9597], [5.6377, 0.9498, 3.2449], [4.4757, -0.3322, 5.1014], [3.6031, 1.3364, 5.2692], [2.0861, -1.5606, 5.7301], [3.3434, -2.1446, 4.3909], [0.8601, -3.2135, 4.0979], [0.2557, -1.4524, 3.6759], [2.0555, -3.5516, 1.9844], [2.5765, -1.7111, 1.8108], [-0.1235, -3.3258, 0.9555], [-0.4104, -1.5749, 1.6001], [1.4155, -2.6597, -0.9192], [-0.1957, -1.7164, -1.1819], [3.3201, -1.4516, -1.9556], [4.5015, 2.9848, -0.8094], [2.1760, 3.2783, 0.7412], [-1.3991, -0.1427, 0.2323], [-3.6914, 3.1436, -4.0340], [-2.6543, 2.5607, -3.1157], [-1.4538, 2.5952, -3.3794], [-3.0794, 1.9789, -1.9575], [-4.4326, 1.8405, -1.4745], [-3.2034, 3.5713, -4.9145], [-4.3787, 2.3609, -4.3658], [-4.2388, 3.9393, -3.5216], [-2.3247, 1.6088, -1.3906], [-4.4999, 2.3418, -0.5059], [-4.6386, 0.7754, -1.3436], [-5.1659, 2.2709, -2.1578], [-6.3288, 0.9528, 2.8265], [-6.1720, 2.2660, 2.1127], [-6.3940, 2.3867, 0.9093], [-5.7694, 3.3465, 2.8414], [-5.4625, 3.4064, 4.2506], [-6.6543, 0.1861, 2.1177], [-5.3714, 0.6437, 3.2544], [-7.0854, 1.0421, 3.6107], [-5.6861, 4.1952, 2.2930], [-6.1296, 4.1386, 4.7120], [-4.4287, 3.7432, 4.3584], [-5.5838, 2.4420, 4.7456], [0.6522, -2.9078, -4.9259], [1.5939, -3.8843, -4.2791], [1.3950, -4.3369, -3.1532], [2.6992, -4.2681, -4.9804], [3.1040, -3.8527, -6.3023], [-0.1801, -2.6968, -4.2484], [1.1732, -1.9699, -5.1361], [0.2478, -3.3340, -5.8479], [3.2860, -4.9268, -4.4809], [3.1726, -4.7436, -6.9314], [4.0908, -3.3900, -6.2249], [2.4050, -3.1450, -6.7499]], "orbital_gap_ha": 0.197, "homo_energy_ha": -0.3985, "charge": 1}

| no. | M (g/mol) | strongest force on any atom (Eh/bohr) |
| --- | --- | --- |
| 1 | 1292.705 | 0.047 |
| 2 | 510.412 | 0.018 |
| 3 | 502.589 | 0.185 |